39
Properties=species:S:1:pos:R:3:forces:R:3 method="wB97M-V/def2-TZVPD" total_energy_ha=-1678.24643 total_charge=+1 e_lumo_ev=-4.48 molar_mass_g_mol=542.4 homo_lumo_gap_ev=5.897 de_lowest_kj_mol=3.09 homo_energy_ev=-10.4 spin_multiplicity=1
Pt 0.4277 0.2470 -0.5673 0.0 0.0 0.1
C -0.7476 2.3276 -2.4034 0.0 0.0 0.0
N -0.3474 2.1355 -0.9985 0.0 0.0 0.0
C -1.5123 2.4073 -0.1229 0.0 0.0 0.0
C 0.7658 3.0787 -0.6799 0.0 0.1 0.0
C 1.3328 2.7428 0.6776 0.0 0.0 0.0
N 1.4667 1.2955 0.7304 0.0 0.0 -0.1
C 1.9875 0.7467 1.8979 0.0 0.0 0.1
C 1.2535 -0.1049 2.7278 0.0 0.0 0.0
F -0.0320 -0.3742 2.4367 0.0 0.0 0.0
C 1.8049 -0.6668 3.8648 0.0 0.0 0.0
F 1.0480 -1.4815 4.6080 0.0 0.0 0.0
C 3.0974 -0.3811 4.2512 0.0 0.0 0.0
C 3.8295 0.4803 3.4580 0.0 0.0 0.0
F 5.0874 0.7824 3.7874 0.0 0.0 0.0
C 3.2959 1.0232 2.3047 0.0 0.0 0.0
F 4.0591 1.8214 1.5466 0.0 0.0 0.0
H -1.0284 3.3702 -2.5737 0.0 0.0 0.0
H -1.6126 1.7032 -2.6189 0.0 0.0 0.0
H 0.0790 2.0646 -3.0598 0.0 0.0 0.0
H -1.8558 3.4341 -0.2762 0.0 0.0 0.0
H -1.2335 2.2592 0.9163 0.0 0.0 0.0
H -2.3133 1.7148 -0.3712 0.0 0.0 0.0
H 0.3926 4.1058 -0.7284 0.0 0.0 0.0
H 1.5256 2.9395 -1.4486 0.0 0.0 0.0
H 0.6849 3.1260 1.4779 0.0 0.0 0.0
H 2.2983 3.2441 0.7845 0.0 0.0 0.0
H 3.5216 -0.8116 5.1464 0.0 0.0 0.0
S 1.2346 -1.9182 -0.1254 0.0 0.0 0.0
C 0.1988 -2.2659 -1.3837 0.0 0.0 -0.1
N -0.0592 -3.4718 -1.9439 0.0 0.0 0.0
C -0.9373 -3.6223 -2.9643 0.0 0.0 0.0
C -1.5858 -2.5324 -3.4543 0.0 0.0 0.0
C -1.3008 -1.2895 -2.8629 0.0 0.0 0.0
N -0.4461 -1.1587 -1.8732 0.0 0.0 0.0
H 0.4308 -4.2763 -1.5723 0.0 0.0 0.0
H -1.0726 -4.6267 -3.3384 0.0 0.0 0.0
H -2.2917 -2.6183 -4.2642 0.0 0.0 0.0
H -1.7824 -0.3873 -3.2154 0.0 0.0 0.0